Entry 1:
{"formula": "C5H13N3", "method": "wB97M-V/def2-TZVPD", "fmax_ev_per_a": 2.90, "multiplicity": 1, "smiles": "[H]/N=C(\\C)N.C=C(C)N", "e_tot_ev": -9864.722, "e_homo_ev": -7.73, "e_above_lowest_kcal_mol": 37.9, "elements": ["H", "N", "C", "C", "N", "H", "H", "H", "H", "H", "C", "C", "C", "N", "H", "H", "H", "H", "H", "H", "H"], "coordinates": [[1.77, -0.86, -1.32], [1.52, -0.02, -0.80], [1.11, -0.29, 0.41], [1.30, -1.65, 1.07], [1.08, 0.80, 1.30], [0.44, -1.89, 1.69], [1.39, -2.44, 0.33], [2.18, -1.64, 1.72], [1.25, 0.59, 2.27], [1.63, 1.58, 0.97], [-1.39, -0.62, 0.14], [-1.50, 0.53, -0.59], [-0.99, 0.57, -1.95], [-1.67, 1.74, 0.05], [-1.37, -1.57, -0.37], [-1.71, -0.65, 1.17], [-1.31, 1.44, -2.53], [-1.20, -0.34, -2.51], [0.22, 0.46, -1.71], [-1.51, 1.73, 1.05], [-1.22, 2.53, -0.39]]}

Entry 2:
{"formula": "C19H28N4O4S2", "method": "wB97M-V/def2-TZVPD", "fmax_ev_per_a": 1.69, "multiplicity": 1, "smiles": "CCCCN(CCCC)S(=O)(=O)c1ccc(C(=O)Nc2nnc(CSC)o2)cc1", "e_tot_ev": -55977.808, "e_homo_ev": -8.82, "e_above_lowest_kcal_mol": 36.4, "elements": ["C", "C", "C", "C", "N", "C", "C", "C", "C", "S", "O", "O", "C", "C", "C", "C", "C", "O", "N", "C", "N", "N", "C", "C", "S", "C", "O", "C", "C", "H", "H", "H", "H", "H", "H", "H", "H", "H", "H", "H", "H", "H", "H", "H", "H", "H", "H", "H", "H", "H", "H", "H", "H", "H", "H", "H", "H"], "coordinates": [[-3.54, 2.24, -3.42], [-4.78, 1.80, -2.64], [-4.49, 0.68, -1.64], [-3.62, 1.15, -0.47], [-3.28, 0.05, 0.41], [-3.73, 0.05, 1.78], [-5.20, -0.35, 1.90], [-5.49, -1.74, 1.31], [-4.80, -2.86, 2.07], [-1.91, -0.78, 0.00], [-1.69, -1.80, 0.98], [-1.99, -1.15, -1.38], [-0.58, 0.42, 0.16], [-0.17, 0.78, 1.43], [0.90, 1.65, 1.58], [1.53, 2.15, 0.45], [2.75, 3.00, 0.62], [2.77, 4.20, 0.66], [3.92, 2.27, 0.75], [4.10, 0.92, 0.68], [5.23, 0.31, 0.81], [4.98, -1.01, 0.66], [3.71, -1.14, 0.45], [2.96, -2.36, 0.12], [3.16, -2.66, -1.68], [4.89, -3.20, -1.68], [3.08, 0.07, 0.45], [1.08, 1.83, -0.82], [0.02, 0.95, -0.96], [-3.82, 2.93, -4.21], [-3.06, 1.37, -3.87], [-2.82, 2.73, -2.78], [-5.20, 2.66, -2.11], [-5.53, 1.44, -3.34], [-3.97, -0.14, -2.14], [-5.43, 0.30, -1.24], [-2.69, 1.58, -0.85], [-4.14, 1.91, 0.11], [-3.57, 1.04, 2.23], [-3.11, -0.68, 2.30], [-5.82, 0.39, 1.38], [-5.48, -0.34, 2.95], [-6.57, -1.90, 1.31], [-5.15, -1.75, 0.27], [-5.03, -2.81, 3.13], [-5.14, -3.83, 1.69], [-3.72, -2.82, 1.93], [-0.66, 0.34, 2.29], [1.25, 1.92, 2.57], [4.78, 2.80, 0.89], [3.35, -3.22, 0.65], [1.90, -2.22, 0.29], [5.22, -3.22, -2.71], [4.96, -4.19, -1.24], [5.48, -2.49, -1.10], [1.57, 2.24, -1.69], [-0.34, 0.64, -1.93]]}

Entry 3:
{"formula": "C4H6O2", "method": "wB97M-V/def2-TZVPD", "fmax_ev_per_a": 1.43, "multiplicity": 1, "smiles": "O=CC1(O)CC1", "e_tot_ev": -8336.375, "e_homo_ev": -9.73, "e_above_lowest_kcal_mol": 94.2, "elements": ["O", "C", "C", "O", "C", "C", "H", "H", "H", "H", "H", "H"], "coordinates": [[0.29, 2.13, -0.45], [-0.24, 1.15, -0.90], [0.07, -0.28, -0.35], [0.09, -1.25, -1.35], [-0.74, -0.24, 0.86], [1.08, -0.01, 0.66], [-1.05, 1.24, -1.64], [-0.31, -2.04, -0.97], [-1.76, 0.20, 0.75], [-0.71, -0.93, 1.70], [1.45, -0.74, 1.37], [1.83, 0.74, 0.38]]}

Entry 4:
{"formula": "C48H52AlF7NS", "method": "wB97M-V/def2-TZVPD", "fmax_ev_per_a": 0.89, "multiplicity": 1, "e_tot_ev": -88566.055, "e_homo_ev": -4.14, "total_charge": -1, "elements": ["C", "C", "N", "Al", "C", "C", "S", "C", "C", "H", "H", "H", "H", "H", "H", "H", "H", "H", "H", "H", "H", "H", "H", "H", "H", "H", "F", "C", "C", "C", "C", "C", "C", "H", "H", "H", "H", "H", "F", "C", "C", "C", "C", "C", "C", "H", "H", "H", "H", "H", "F", "C", "C", "C", "C", "C", "C", "H", "H", "H", "H", "H", "F", "C", "C", "C", "C", "C", "C", "H", "H", "H", "H", "H", "F", "C", "C", "C", "C", "C", "C", "H", "H", "H", "H", "H", "F", "C", "C", "C", "C", "C", "C", "H", "H", "H", "H", "H", "F", "C", "C", "C", "C", "C", "C", "H", "H", "H", "H", "H"], "coordinates": [[-0.92, 0.82, 3.65], [-0.65, -0.40, 2.78], [-0.57, -0.07, 1.35], [0.84, -0.89, 0.37], [2.06, 0.50, -0.40], [-0.01, -1.90, -1.18], [1.14, -2.85, -2.19], [1.78, -4.10, -1.06], [3.28, -4.26, -1.30], [-0.13, 1.57, 3.52], [-0.93, 0.54, 4.71], [-1.88, 1.28, 3.42], [-1.43, -1.15, 2.98], [0.29, -0.84, 3.12], [-1.44, -0.39, 0.94], [1.65, -1.95, 1.31], [1.51, 1.27, -0.94], [2.73, 0.01, -1.11], [2.68, 0.98, 0.37], [-0.86, -2.52, -0.87], [-0.42, -1.16, -1.87], [1.60, -3.80, -0.03], [1.28, -5.06, -1.22], [3.78, -3.38, -0.89], [3.67, -5.16, -0.84], [3.47, -4.31, -2.38], [5.94, -5.04, -2.79], [6.48, -4.08, -3.56], [7.51, -4.41, -4.42], [8.06, -3.42, -5.22], [7.58, -2.12, -5.14], [6.54, -1.81, -4.27], [5.98, -2.79, -3.47], [7.87, -5.43, -4.46], [8.86, -3.66, -5.90], [8.01, -1.34, -5.77], [6.16, -0.80, -4.21], [5.16, -2.58, -2.80], [-2.31, 0.28, -2.26], [-2.92, 0.35, -3.45], [-2.89, -0.76, -4.27], [-3.52, -0.68, -5.51], [-4.16, 0.49, -5.90], [-4.17, 1.59, -5.06], [-3.55, 1.53, -3.82], [-2.37, -1.65, -3.95], [-3.51, -1.54, -6.16], [-4.65, 0.54, -6.87], [-4.66, 2.50, -5.37], [-3.54, 2.37, -3.14], [-3.16, -1.77, 8.39], [-3.61, -1.92, 7.12], [-4.39, -3.02, 6.81], [-4.84, -3.16, 5.51], [-4.51, -2.22, 4.54], [-3.73, -1.12, 4.88], [-3.27, -0.97, 6.18], [-4.62, -3.74, 7.58], [-5.45, -4.01, 5.25], [-4.86, -2.34, 3.53], [-3.46, -0.39, 4.13], [-2.65, -0.12, 6.46], [-2.36, -9.34, -0.92], [-1.71, -8.78, -1.96], [-1.40, -9.56, -3.05], [-0.73, -8.98, -4.11], [-0.37, -7.64, -4.07], [-0.69, -6.88, -2.95], [-1.37, -7.44, -1.89], [-1.68, -10.61, -3.06], [-0.48, -9.58, -4.98], [0.16, -7.19, -4.90], [-0.41, -5.83, -2.92], [-1.63, -6.87, -1.01], [3.42, 5.82, 6.99], [2.37, 4.97, 6.86], [1.63, 5.00, 5.70], [0.54, 4.15, 5.58], [0.22, 3.29, 6.62], [0.98, 3.27, 7.78], [2.07, 4.12, 7.91], [1.90, 5.68, 4.91], [-0.05, 4.15, 4.68], [-0.63, 2.62, 6.52], [0.73, 2.60, 8.59], [2.69, 4.13, 8.80], [0.05, 1.43, -9.63], [-0.25, 2.23, -8.58], [-0.64, 1.64, -7.39], [-0.95, 2.47, -6.32], [-0.87, 3.85, -6.45], [-0.48, 4.41, -7.66], [-0.17, 3.59, -8.74], [-0.69, 0.56, -7.31], [-1.25, 2.03, -5.38], [-1.12, 4.48, -5.61], [-0.42, 5.48, -7.77], [0.14, 4.01, -9.69], [0.00, 7.17, 4.15], [-0.52, 8.05, 5.02], [0.16, 8.31, 6.19], [-0.38, 9.23, 7.08], [-1.58, 9.86, 6.80], [-2.24, 9.58, 5.61], [-1.71, 8.67, 4.71], [1.10, 7.80, 6.40], [0.14, 9.44, 8.01], [-2.00, 10.57, 7.50], [-3.18, 10.07, 5.38], [-2.21, 8.43, 3.78]]}

Entry 5:
{"formula": "C2H4ClFN2OS", "method": "wB97M-V/def2-TZVPD", "fmax_ev_per_a": 2.22, "multiplicity": 1, "smiles": "O/N=C(\\NS)[C@H](F)Cl", "e_tot_ev": -33239.346, "e_homo_ev": -8.98, "e_above_lowest_kcal_mol": 4.7, "elements": ["O", "N", "C", "N", "S", "C", "F", "Cl", "H", "H", "H", "H"], "coordinates": [[-0.94, 0.63, -1.74], [-1.01, -0.35, -0.80], [-0.18, -0.19, 0.16], [0.62, 0.85, 0.48], [0.44, 2.49, -0.01], [-0.08, -1.40, 1.07], [0.08, -1.01, 2.37], [1.24, -2.38, 0.46], [-1.46, 0.36, -2.46], [1.54, 0.66, 0.86], [0.78, 2.30, -1.32], [-1.02, -1.96, 0.94]]}

Entry 6:
{"formula": "C5H6ClF", "method": "wB97M-V/def2-TZVPD", "fmax_ev_per_a": 5.61, "multiplicity": 1, "smiles": "C=C(F)/C(C)=C/Cl", "e_tot_ev": -20520.411, "e_homo_ev": -8.79, "e_above_lowest_kcal_mol": 19.0, "elements": ["C", "C", "F", "C", "C", "C", "Cl", "H", "H", "H", "H", "H", "H"], "coordinates": [[-1.93, 0.25, -0.11], [-0.94, -0.69, -0.13], [-1.17, -2.04, 0.01], [0.44, -0.32, -0.02], [0.71, 1.16, 0.08], [1.44, -1.25, 0.07], [3.04, -0.64, -0.10], [-1.95, 1.27, -0.12], [-2.90, -0.21, -0.12], [0.33, 1.56, 0.98], [1.67, 1.60, -0.09], [-0.02, 1.61, -0.68], [1.27, -2.31, 0.21]]}

Entry 7:
{"formula": "C4H12NO3", "method": "wB97M-V/def2-TZVPD", "fmax_ev_per_a": 4.30, "multiplicity": 1, "e_tot_ev": -11974.574, "e_homo_ev": -3.52, "total_charge": -1, "e_above_lowest_kcal_mol": 31.8, "elements": ["C", "C", "C", "O", "N", "C", "O", "H", "H", "H", "H", "H", "H", "H", "H", "H", "H", "H", "H", "O"], "coordinates": [[-0.31, 1.33, 1.00], [0.75, 0.20, 0.88], [0.19, -0.96, 1.83], [1.10, -1.27, 2.90], [0.85, -0.37, -0.47], [-0.33, -0.92, -1.24], [-1.39, -0.10, -1.43], [-0.05, 2.13, 1.71], [-1.27, 1.08, 1.44], [-0.48, 1.85, 0.07], [1.65, 0.59, 1.32], [-0.68, -0.65, 2.42], [0.07, -1.84, 1.22], [2.01, -1.36, 2.65], [1.08, 0.42, -1.07], [-0.02, -1.29, -2.23], [-0.65, -1.84, -0.67], [-1.14, 0.92, -2.45], [-0.18, 1.27, -3.70], [-0.85, 1.67, -3.12]]}

Entry 8:
{"formula": "C28H25N5O2Pd", "method": "wB97M-V/def2-TZVPD", "fmax_ev_per_a": 0.64, "multiplicity": 1, "e_tot_ev": -44455.167, "e_homo_ev": -14.17, "total_charge": 2, "elements": ["Pd", "C", "O", "C", "N", "C", "C", "C", "C", "C", "C", "C", "C", "C", "C", "C", "C", "N", "C", "N", "C", "C", "O", "C", "C", "C", "C", "C", "C", "H", "H", "H", "H", "H", "H", "H", "H", "H", "H", "H", "H", "H", "H", "H", "H", "H", "H", "H", "N", "C", "C", "C", "C", "C", "N", "H", "H", "H", "H", "H", "H"], "coordinates": [[0.91, 0.09, 0.18], [1.70, -3.07, 3.08], [2.91, -2.31, 2.74], [2.51, -1.35, 1.96], [1.25, -1.21, 1.70], [0.53, -2.30, 2.40], [-0.31, -3.17, 1.50], [-1.39, -3.84, 2.07], [-2.17, -4.68, 1.29], [-1.89, -4.85, -0.06], [-0.81, -4.19, -0.62], [-0.02, -3.35, 0.16], [3.48, -0.42, 1.32], [4.83, -0.25, 1.55], [5.50, 0.73, 0.81], [4.82, 1.51, -0.12], [3.47, 1.27, -0.29], [2.85, 0.33, 0.42], [2.49, 1.94, -1.19], [1.29, 1.48, -1.28], [0.53, 2.38, -2.19], [1.59, 3.46, -2.53], [2.82, 3.00, -1.86], [-0.74, 2.94, -1.61], [-1.79, 3.23, -2.48], [-2.96, 3.80, -2.00], [-3.09, 4.07, -0.64], [-2.05, 3.79, 0.23], [-0.87, 3.23, -0.26], [1.63, -3.10, 4.17], [1.84, -4.07, 2.68], [-0.10, -1.83, 3.15], [-1.63, -3.70, 3.11], [-3.01, -5.20, 1.74], [-2.50, -5.50, -0.66], [-0.57, -4.33, -1.67], [0.84, -2.86, -0.29], [5.34, -0.87, 2.28], [6.56, 0.89, 0.97], [5.32, 2.28, -0.70], [0.29, 1.80, -3.08], [1.35, 4.44, -2.11], [1.81, 3.55, -3.59], [-1.69, 3.01, -3.54], [-3.76, 4.03, -2.68], [-4.00, 4.51, -0.27], [-2.14, 4.01, 1.28], [-0.05, 3.04, 0.43], [-1.05, -0.38, -2.28], [-1.75, -0.24, -1.14], [-3.16, -0.20, -1.17], [-3.85, -0.10, 0.00], [-3.16, -0.04, 1.22], [-1.80, -0.05, 1.18], [-1.09, -0.14, 0.02], [-1.53, -0.48, -3.16], [-0.04, -0.45, -2.29], [-3.67, -0.26, -2.12], [-4.94, -0.07, -0.01], [-3.68, 0.03, 2.17], [-1.21, 0.02, 2.08]]}

Entry 9:
{"formula": "C11H19N4", "method": "wB97M-V/def2-TZVPD", "fmax_ev_per_a": 5.80, "multiplicity": 1, "e_tot_ev": -17667.595, "e_homo_ev": -11.90, "total_charge": 1, "e_above_lowest_kcal_mol": 47.8, "elements": ["C", "C", "C", "C", "C", "C", "C", "C", "C", "C", "C", "N", "N", "N", "N", "H", "H", "H", "H", "H", "H", "H", "H", "H", "H", "H", "H", "H", "H", "H", "H", "H", "H", "H"], "coordinates": [[-1.01, -1.16, -1.49], [-1.01, 0.21, -1.47], [-0.93, -0.57, 0.53], [2.15, -1.79, -1.56], [2.33, -0.45, -1.45], [2.04, -1.24, 0.58], [-3.46, 2.07, 0.46], [0.37, 2.21, 1.04], [1.93, -3.69, 0.02], [-2.16, 2.33, 1.26], [-0.93, 1.96, 0.33], [-0.84, -1.66, -0.21], [-0.98, 0.59, -0.11], [2.01, -2.27, -0.26], [2.28, -0.19, -0.15], [-1.04, -1.93, -2.38], [-1.10, 1.04, -2.14], [-0.66, -0.70, 1.61], [2.31, -2.35, -2.37], [2.54, 0.27, -2.19], [-1.03, 2.64, -0.49], [2.15, -1.30, 1.71], [-3.66, 0.93, 0.36], [-4.32, 2.48, 1.02], [-3.35, 2.54, -0.46], [0.40, 3.00, 1.76], [0.83, 1.33, 1.52], [1.20, 2.28, 0.36], [3.07, -4.08, -0.03], [1.29, -4.01, 0.89], [1.36, -4.13, -0.84], [-2.08, 3.27, 1.58], [-2.21, 1.70, 2.23], [2.49, 0.68, 0.36]]}

Entry 10:
{"formula": "C13H20F5MnO9S", "method": "wB97M-V/def2-TZVPD", "fmax_ev_per_a": 4.83, "multiplicity": 7, "e_tot_ev": -87974.017, "e_homo_ev": [-9.44, -9.65], "elements": ["Mn", "F", "F", "C", "F", "F", "F", "S", "O", "O", "O", "O", "C", "O", "C", "C", "C", "H", "H", "H", "H", "H", "H", "H", "H", "O", "C", "O", "C", "C", "C", "H", "H", "H", "H", "H", "H", "O", "C", "O", "C", "C", "C", "H", "H", "H", "H", "H", "H"], "coordinates": [[0.03, 1.23, 1.09], [0.18, 2.38, 2.79], [0.46, 2.65, -0.34], [2.14, -2.39, 1.48], [2.32, -3.78, 1.46], [3.04, -1.66, 2.16], [2.00, -2.11, 0.14], [0.35, -2.05, 2.33], [-0.55, -2.81, 1.43], [0.61, -2.54, 3.69], [0.15, -0.59, 2.17], [-2.30, 1.53, 1.03], [-3.16, 1.40, 0.24], [-3.94, 0.28, 0.08], [-3.56, -0.76, 0.97], [-4.40, -2.01, 0.54], [-3.54, 2.48, -0.74], [-3.97, -0.54, 1.95], [-2.48, -0.89, 0.89], [-5.36, -1.95, 1.04], [-3.94, -2.93, 0.88], [-4.65, -2.06, -0.52], [-4.42, 3.02, -0.40], [-3.67, 2.13, -1.77], [-2.67, 3.13, -0.78], [2.24, 1.06, 1.45], [3.26, 1.56, 1.01], [4.20, 0.98, 0.31], [5.37, 1.75, 0.14], [4.75, 3.22, 0.24], [3.66, 3.08, 1.25], [5.86, 1.57, -0.82], [6.11, 1.48, 0.89], [4.45, 3.50, -0.77], [5.53, 3.90, 0.59], [2.71, 3.59, 1.06], [3.81, 3.25, 2.32], [-0.03, -0.21, -0.43], [-0.54, -0.83, -1.40], [-1.65, -0.42, -2.08], [-1.94, -1.38, -3.07], [-0.80, -2.23, -3.22], [-0.12, -2.11, -1.90], [-2.20, -0.85, -3.98], [-2.84, -1.94, -2.82], [-0.08, -1.73, -3.87], [-1.02, -3.23, -3.58], [0.95, -2.30, -1.96], [-0.34, -2.86, -1.14]]}

Entry 11:
{"formula": "H32O16", "method": "wB97M-V/def2-TZVPD", "fmax_ev_per_a": 1.05, "multiplicity": 1, "e_tot_ev": -33280.459, "e_homo_ev": -10.44, "e_above_lowest_kcal_mol": 103.2, "elements": ["O", "H", "H", "O", "H", "H", "O", "H", "H", "O", "H", "H", "O", "H", "H", "O", "H", "H", "O", "H", "H", "O", "H", "H", "O", "H", "H", "O", "H", "H", "O", "H", "H", "O", "H", "H", "O", "H", "H", "O", "H", "H", "O", "H", "H", "O", "H", "H"], "coordinates": [[0.20, 2.81, -3.01], [-0.03, 2.16, -2.35], [0.14, 3.65, -2.55], [-3.55, 3.71, 1.05], [-3.41, 4.63, 0.85], [-4.41, 3.51, 0.68], [-0.81, -0.67, 0.79], [-0.33, 0.00, 0.30], [-1.73, -0.50, 0.58], [0.65, 4.51, -0.26], [1.37, 4.75, 0.32], [0.21, 3.80, 0.19], [2.49, -3.48, -2.20], [1.88, -3.49, -1.46], [3.27, -3.05, -1.86], [-4.84, -4.14, 0.85], [-5.33, -3.95, 0.05], [-4.31, -4.90, 0.63], [4.13, -0.61, 1.66], [3.62, -0.31, 0.91], [5.00, -0.79, 1.31], [4.73, 0.43, -1.05], [3.80, 0.61, -0.89], [5.17, 1.25, -0.86], [-0.64, 2.16, -0.32], [-1.55, 2.05, -0.60], [-0.66, 1.98, 0.62], [0.99, -2.91, 0.17], [0.35, -2.25, 0.43], [1.69, -2.84, 0.82], [0.51, -0.26, -2.90], [0.02, 0.35, -3.44], [0.96, -0.83, -3.53], [0.58, 1.01, 2.29], [0.16, 0.14, 2.27], [1.46, 0.86, 1.96], [3.19, -3.28, 1.73], [3.88, -3.33, 1.07], [3.65, -2.99, 2.52], [1.94, 0.94, -0.75], [1.60, 0.54, -1.54], [1.45, 1.77, -0.68], [-3.31, 1.14, -0.58], [-4.09, 1.23, -1.13], [-3.61, 1.33, 0.30], [-5.24, -2.28, 2.83], [-6.13, -1.93, 2.84], [-5.08, -2.54, 1.92]]}

Entry 12:
{"formula": "H28O14", "method": "wB97M-V/def2-TZVPD", "fmax_ev_per_a": 7.26, "multiplicity": 1, "e_tot_ev": -29112.474, "e_homo_ev": -8.51, "e_above_lowest_kcal_mol": 211.6, "elements": ["H", "H", "H", "H", "H", "H", "H", "H", "H", "H", "H", "H", "H", "H", "H", "H", "H", "H", "H", "H", "H", "H", "H", "H", "H", "H", "H", "H", "O", "O", "O", "O", "O", "O", "O", "O", "O", "O", "O", "O", "O", "O"], "coordinates": [[-0.09, 0.52, -0.41], [-1.00, -0.33, 0.48], [1.86, -0.65, 4.57], [2.15, -1.60, 3.42], [0.95, -0.94, 1.33], [1.84, -1.08, 0.10], [-1.60, -2.80, -3.48], [-1.88, -1.32, -3.25], [-3.64, 0.68, 2.64], [-3.88, 0.60, 1.15], [0.76, -3.35, 1.18], [-0.08, -3.51, -0.08], [-2.98, -2.06, 1.59], [-2.38, -1.09, 2.60], [-2.79, 3.00, -1.03], [-3.48, 2.72, 0.29], [-0.76, 3.91, -0.47], [-0.06, 2.61, -0.84], [-2.79, -1.02, -1.55], [-2.83, 0.12, -0.55], [1.93, 3.66, -0.44], [1.82, 2.62, -1.54], [3.73, 0.68, 2.41], [2.86, 1.05, 1.23], [2.76, -2.77, -3.09], [1.32, -2.33, -3.27], [4.46, 1.18, -1.10], [3.75, 0.79, -2.39], [-0.51, 0.50, 0.47], [2.51, -1.29, 4.26], [1.05, -0.62, 0.42], [-1.88, -2.18, -2.80], [-3.64, 0.06, 1.90], [0.76, -3.15, 0.24], [-2.37, -1.32, 1.66], [-3.56, 3.25, -0.51], [-0.24, 3.19, -0.09], [-3.15, -0.78, -0.69], [1.37, 3.38, -1.18], [3.75, 1.15, 1.57], [1.86, -3.01, -2.85], [4.09, 1.55, -1.91]]}